1.
Computed, not measured: an isolated molecule of C20H25N5O3, with wB97M-V/def2-TZVPD.

Geometry as XYZ:
```
53
Properties=species:S:1:pos:R:3:forces:R:3
C 7.229 0.713 1.164 2.238 5.666 -7.975
C 6.072 0.464 0.253 -3.887 3.449 0.009
C 5.957 -0.899 -0.197 -3.129 -6.774 -0.228
C 4.505 -1.343 -0.975 3.066 -0.631 0.835
N 3.250 -1.226 -0.104 14.714 10.987 -4.368
C 2.477 -2.093 -0.140 -10.693 -8.040 4.383
O 2.583 -3.216 -0.533 0.164 -2.414 -1.888
C 1.357 -1.755 0.879 -3.736 1.713 -1.685
N 0.356 -0.554 0.274 -0.393 -7.388 -0.891
C 0.807 0.753 0.282 -3.555 -6.898 0.774
O 1.731 0.922 0.958 6.055 3.637 2.633
C -0.272 1.395 -0.182 -2.469 -0.290 -4.104
C -1.356 0.901 -1.035 4.274 6.878 3.312
N -1.974 2.019 -1.517 -7.872 -12.164 -4.278
C -1.435 2.954 -1.110 7.063 11.672 2.801
N -0.222 2.626 -0.461 -2.078 9.898 -0.934
C 0.642 3.756 -0.122 3.953 -10.597 10.252
C 0.365 4.132 1.611 3.176 7.684 -6.834
N -1.592 -0.324 -0.877 -7.312 -5.225 -4.039
C -2.831 -0.949 -1.401 -1.819 2.764 -2.021
C -3.946 -0.740 -0.485 -1.476 -3.348 4.213
C -4.206 -1.954 0.287 0.713 0.963 3.123
C -5.120 -1.817 1.412 2.077 -5.420 -1.510
C -5.934 -0.836 1.509 -3.124 7.211 0.259
C -5.725 0.305 0.696 -0.017 4.328 0.233
C -4.675 0.505 -0.250 -0.511 -4.839 -0.154
C -0.857 -1.197 -0.396 7.938 -8.600 5.189
O -0.975 -2.656 -0.344 -0.088 8.335 -0.498
H 8.091 0.504 0.456 -0.329 -0.476 1.316
H 7.191 0.146 1.928 0.091 -3.649 5.645
H 7.439 1.818 1.274 -0.721 -1.174 0.791
H 5.074 0.853 0.745 1.361 -1.494 0.195
H 5.810 1.172 -0.584 1.822 -0.350 0.063
H 5.814 -1.660 0.689 0.980 1.509 -1.091
H 6.708 -1.447 -0.898 -0.730 1.715 1.248
H 4.651 -2.393 -1.353 -0.430 1.076 0.807
H 4.678 -0.718 -1.844 -1.633 0.525 -0.384
H 3.320 -0.267 0.157 -1.808 0.261 1.183
H 1.659 -1.395 1.829 0.800 0.563 0.610
H 0.639 -2.547 1.044 0.185 -0.289 -0.410
H -1.745 4.032 -1.378 0.941 -1.697 0.687
H 1.778 3.388 -0.200 -2.531 0.790 0.362
H 0.571 4.490 -0.618 -1.812 9.667 -7.343
H -0.541 4.483 1.703 -4.905 1.113 0.779
H 1.109 4.859 1.957 -0.201 -0.035 -0.282
H 0.674 3.304 1.786 2.611 -10.185 3.845
H -3.246 -0.200 -2.086 1.184 -0.545 -1.664
H -2.788 -1.981 -1.762 0.747 0.669 0.122
H -3.490 -2.894 0.468 -1.398 2.343 -1.556
H -5.433 -2.571 2.142 1.269 -0.717 -0.440
H -6.693 -0.611 2.310 0.876 -1.028 -0.811
H -6.284 1.289 1.067 0.808 -2.231 -1.274
H -4.506 1.151 -1.110 -0.450 1.079 0.992
```
Forces are in eV/Å.

Computed properties:
HOMO-LUMO gap ... 0.3130 Ha
Energy above the lowest of the compared OMol25 structures with the same formula, charge and spin ... 404.7 kcal/mol
Calculated total energy ... -34724.028 eV
2S+1 ... 1
SMILES ... CCCCNC(=O)Cn1c(=O)c2c(ncn2CC)n(Cc2ccccc2)c1=O
Lowest unoccupied orbital energy ... 0.34 eV
Total charge ... 0

Atomic partial charges in e from the Mulliken method, atoms 1 to 5: -1.406, -0.139, -0.435, -1.066, 0.272

=====

2.
Computed, not measured: a 8-piece molecular cluster, C52H83Cl2F5N10O5P3 overall, with wB97M-V/def2-TZVPD.

Geometry as XYZ:
```
160
Properties=species:S:1:pos:R:3:forces:R:3
C 5.137 -2.392 3.755 0.604 -1.479 -0.358
C 4.186 -2.653 2.406 1.433 -0.024 0.151
P 3.424 -0.990 1.722 1.416 0.006 0.951
C 3.670 0.294 3.136 1.169 0.947 0.540
C 1.528 -1.206 1.238 0.893 3.660 2.276
P 1.234 0.653 0.732 -2.423 2.795 -2.635
O -0.024 1.001 -0.089 2.351 -1.681 1.531
N 1.668 -2.184 0.066 1.334 -2.440 1.056
C 2.577 -1.681 -1.023 2.419 1.593 -4.292
C 4.054 -2.455 -1.185 1.742 -6.284 2.025
O 4.351 -3.689 -0.812 -2.584 8.181 -2.006
Cl 5.507 -1.499 -1.936 -2.671 -0.952 1.004
C 0.440 -3.000 -0.336 -3.039 -0.612 -2.213
C -0.513 -2.033 -1.245 -0.505 1.405 -2.290
C -0.929 -2.630 -2.757 3.004 1.152 -4.082
O -0.242 -2.305 -3.858 -4.161 -1.841 6.919
C 0.702 -4.271 -1.413 0.431 -4.079 -2.414
C -0.375 -5.557 -1.518 2.119 -0.916 -2.014
C -0.153 -6.774 -2.617 4.401 6.221 0.888
C 1.184 -6.411 -3.483 -0.623 -0.065 0.581
C 2.175 -5.162 -3.324 -4.913 -1.967 2.020
N 1.814 -4.224 -2.322 -1.415 -1.198 0.538
C -0.266 -3.559 1.086 -0.748 -1.266 -1.407
C -1.915 -3.735 0.943 -1.006 1.191 -0.316
C -2.639 -4.720 2.014 -2.326 1.183 0.419
C -4.269 -4.643 1.608 0.936 -1.652 -0.006
C -2.639 -4.151 3.587 -0.492 -1.592 0.045
P 0.382 -5.371 1.546 -0.557 -1.417 5.795
O 0.401 -5.611 3.141 0.313 1.204 -5.288
N 0.232 -2.972 2.333 2.106 1.593 -0.751
C 0.470 -1.441 2.423 -1.586 -2.118 -0.257
C -1.036 -0.811 2.289 -1.788 -1.715 -0.975
C -1.562 0.574 2.800 0.254 8.003 -0.171
O -1.233 1.849 2.546 -1.125 -9.050 1.187
Cl -3.084 0.573 3.946 2.015 -0.835 -1.659
C 0.872 -1.353 4.010 -0.806 -4.328 2.543
F -0.201 -2.229 4.665 2.825 2.991 -1.822
F 2.056 -2.131 4.459 -2.855 2.486 -2.193
C 0.813 -0.061 4.914 -0.361 3.456 5.926
F 1.018 1.285 4.410 -0.586 -4.688 0.927
F -0.479 0.019 5.708 4.241 -0.251 -3.298
F 1.818 -0.216 6.042 -3.019 0.505 -4.018
H 5.795 -1.420 3.666 -1.630 -1.912 0.251
H 5.922 -3.294 3.733 -1.741 1.968 0.095
H 4.559 -2.505 4.762 1.022 0.612 -1.987
H 3.401 -3.499 2.545 1.523 1.313 -0.032
H 4.993 -2.952 1.578 -2.172 0.493 1.605
H 3.582 -0.132 4.216 -0.217 0.897 -1.993
H 3.111 1.318 2.959 0.989 -2.322 0.482
H 4.827 0.592 3.035 -2.537 -0.779 -0.005
H 1.226 1.513 1.919 0.218 -1.462 -0.415
H 2.380 1.220 0.002 -0.477 -1.036 0.877
H 2.249 -2.965 0.510 -0.355 0.828 -0.658
H 2.085 -1.702 -2.117 0.763 -0.617 2.610
H 2.945 -0.578 -0.996 -1.152 -1.902 0.842
H -1.539 -1.710 -0.817 1.826 -0.713 -0.246
H 0.011 -1.019 -1.603 -0.914 -2.144 1.256
H -1.887 -3.313 -2.812 1.768 1.321 -0.002
H -1.291 -5.719 -0.823 1.830 0.747 -1.350
H -0.844 -7.711 -2.732 1.428 2.148 0.126
H 1.445 -7.189 -4.346 -0.545 1.849 2.037
H 3.103 -5.031 -4.053 -2.247 -0.094 1.996
H -2.507 -2.701 1.071 1.593 -2.088 -0.077
H -2.247 -3.965 -0.185 1.109 0.073 2.484
H -2.406 -5.860 1.936 0.058 2.225 0.311
H -4.755 -3.621 1.905 0.928 -2.043 -0.720
H -4.363 -4.913 0.466 -0.088 0.894 2.172
H -4.746 -5.567 2.193 0.747 2.303 -1.148
H -3.400 -4.875 4.155 1.724 1.648 -1.241
H -1.612 -4.285 4.126 -1.902 0.520 -1.177
H -3.111 -3.078 3.678 1.152 -1.901 -0.408
H 1.725 -5.503 1.039 -0.725 0.149 -0.335
H -0.497 -6.406 1.076 0.783 0.836 -0.555
H 1.249 -3.285 2.410 -1.697 -0.068 0.596
H -1.752 -1.642 2.773 1.836 2.000 -0.744
H -1.312 -0.881 1.132 0.686 0.639 2.410
C -1.666 7.320 1.524 -0.072 0.121 0.241
C -2.260 5.923 1.370 -0.111 0.505 -0.085
C -1.208 4.816 1.457 0.406 0.190 -0.979
C -0.185 4.991 0.346 5.812 0.711 -6.023
N 0.663 5.137 -0.575 -6.683 -1.200 7.278
H -0.958 7.548 0.721 -0.090 -0.030 0.107
H -2.457 8.075 1.484 0.286 -0.226 0.032
H -1.145 7.421 2.483 0.001 -0.064 -0.077
H -2.784 5.864 0.408 0.069 -0.082 0.161
H -3.010 5.767 2.154 0.133 -0.163 -0.097
H -1.685 3.835 1.355 0.330 0.114 -0.110
H -0.697 4.846 2.426 0.092 -0.012 -0.224
C 5.093 8.070 -2.862 0.191 0.008 -0.009
C 4.431 7.199 -1.800 0.332 0.158 -0.083
C 2.905 7.309 -1.807 -0.030 1.054 0.443
C 2.492 8.745 -1.528 -2.596 7.893 1.512
N 2.150 9.936 -1.297 2.775 -9.409 -1.854
H 4.893 9.133 -2.696 -0.049 -0.157 0.028
H 6.180 7.938 -2.839 -0.139 0.009 -0.068
H 4.739 7.805 -3.865 0.052 0.014 0.101
H 4.820 7.484 -0.815 -0.144 -0.099 -0.113
H 4.715 6.155 -1.969 -0.162 0.074 0.072
H 2.478 6.656 -1.038 -0.140 0.261 -0.185
H 2.501 7.000 -2.777 -0.059 0.165 0.153
C -0.110 -4.996 7.323 0.092 0.095 -0.039
C -1.387 -5.322 8.091 0.211 0.376 -0.040
C -1.910 -6.731 7.806 -0.274 0.161 -1.050
C -2.230 -6.871 6.327 -1.890 -1.122 -8.253
N -2.496 -6.987 5.100 2.115 0.878 9.785
H -0.273 -5.017 6.241 0.026 -0.088 0.084
H 0.242 -3.992 7.579 -0.016 -0.143 -0.001
H 0.686 -5.709 7.566 -0.086 0.099 -0.065
H -2.154 -4.581 7.833 0.031 -0.189 0.096
H -1.191 -5.222 9.164 -0.146 -0.121 -0.105
H -2.817 -6.920 8.390 0.064 -0.095 -0.264
H -1.163 -7.482 8.086 -0.126 0.038 -0.210
C -5.025 -0.184 -4.487 0.019 0.136 -0.047
C -4.940 -1.616 -5.005 0.247 0.374 -0.090
C -5.767 -2.600 -4.175 0.534 0.044 0.890
C -5.262 -2.612 -2.741 2.595 -0.299 8.017
N -4.843 -2.623 -1.552 -3.076 0.098 -9.390
H -4.621 -0.096 -3.474 -0.097 -0.044 -0.079
H -4.443 0.487 -5.127 -0.132 -0.087 0.084
H -6.063 0.169 -4.478 0.161 -0.018 0.021
H -3.889 -1.929 -5.014 -0.183 -0.076 -0.042
H -5.291 -1.640 -6.043 0.002 -0.160 0.171
H -5.685 -3.608 -4.594 -0.029 0.065 0.289
H -6.825 -2.314 -4.182 0.158 -0.054 0.200
C -2.163 11.585 -3.147 -0.016 0.094 -0.019
C -1.170 10.428 -3.175 0.049 0.376 -0.024
C -1.839 9.066 -2.978 -0.336 0.193 1.077
C -2.535 9.026 -1.628 -4.012 -0.559 7.454
N -3.113 8.992 -0.507 4.456 0.417 -9.104
H -2.667 11.663 -2.179 0.014 -0.065 -0.103
H -1.645 12.534 -3.320 -0.062 -0.169 -0.036
H -2.926 11.467 -3.925 0.059 0.050 0.098
H -0.416 10.588 -2.394 -0.047 -0.159 -0.193
H -0.644 10.433 -4.136 -0.125 -0.149 0.289
H -1.088 8.269 -3.019 -0.202 0.007 0.180
H -2.574 8.881 -3.769 -0.041 -0.013 0.246
C -2.918 -11.614 0.052 -0.101 -0.035 0.075
C -1.511 -11.736 -0.526 -0.364 -0.381 0.043
C -0.857 -10.378 -0.791 -0.618 0.320 -0.787
C -1.686 -9.596 -1.795 -4.486 4.285 -5.402
N -2.374 -8.947 -2.629 5.282 -5.242 6.578
H -3.597 -11.111 -0.643 0.103 -0.012 0.076
H -3.334 -12.606 0.252 0.078 0.176 0.008
H -2.908 -11.052 0.993 -0.038 -0.082 -0.117
H -1.559 -12.314 -1.457 0.143 0.139 0.131
H -0.888 -12.303 0.174 0.060 0.181 -0.156
H 0.153 -10.520 -1.190 -0.175 0.208 -0.094
H -0.777 -9.802 0.138 -0.114 0.063 -0.197
C 3.933 10.828 -7.447 0.007 0.001 -0.144
C 4.560 11.440 -6.199 0.027 0.113 -0.394
C 3.931 10.925 -4.903 -1.027 0.488 -0.146
C 2.452 11.272 -4.876 -8.323 1.809 0.470
N 1.225 11.561 -4.854 9.946 -2.192 -0.359
H 2.873 11.085 -7.534 0.115 -0.061 0.080
H 4.433 11.204 -8.346 -0.054 -0.102 0.121
H 4.025 9.736 -7.437 -0.029 0.126 -0.027
H 4.462 12.532 -6.251 0.049 -0.179 0.130
H 5.632 11.213 -6.192 -0.125 0.034 0.153
H 4.424 11.382 -4.038 -0.290 -0.077 -0.009
H 4.048 9.838 -4.825 -0.207 0.191 0.003
```
Forces are in eV/Å.

Computed properties:
HOMO-LUMO gap ... 0.3050 Ha
Energy above the lowest of the compared OMol25 structures with the same formula, charge and spin ... 344.7 kcal/mol
Calculated total energy ... -146873.629 eV
2S+1 ... 1
Lowest unoccupied orbital energy ... -3.36 eV
Total charge ... +1

Atomic partial charges in e from the Mulliken method, atoms 1 to 5: -1.018, -0.418, 0.540, -0.890, -0.572

=====

Question: total charge of number 1 (C20H25N5O3)?
Answer: 0

=====

Question: What is the formula in the first record?
Answer: C20H25N5O3

=====

Question: The lowest energy above the lowest of the compared OMol25 structures with the same formula, charge and spin belongs to which entry?
Answer: C52H83Cl2F5N10O5P3